P.
{
  "formula": "C10H14O",
  "method": "ωB97M-V/def2-TZVPD",
  "symbols": ["C", "C", "C", "C", "C", "O", "C", "H", "H", "H", "H", "H", "H", "C", "C", "C", "C", "H", "H", "H", "H", "H", "H", "H", "H"],
  "xyz": [[1.707, -3.007, -0.948], [1.952, -1.880, -0.642], [2.274, -0.484, -0.359], [2.755, -0.205, 0.807], [3.391, 0.239, 1.882], [1.945, 0.454, -1.389], [2.667, 1.683, -1.302], [1.570, -4.010, -1.319], [4.452, 0.128, 1.959], [3.061, 0.613, 2.860], [3.648, 1.489, -1.119], [2.211, 2.220, -0.554], [2.648, 2.248, -2.232], [-3.248, -0.201, 0.799], [-2.031, -0.123, 0.165], [-0.948, 0.717, 0.687], [-1.712, -0.679, -1.185], [-3.437, 0.345, 1.682], [-4.103, -0.862, 0.491], [-0.279, 0.137, 1.317], [-0.305, 1.072, -0.244], [-1.361, 1.338, 1.470], [-1.757, 0.180, -1.922], [-2.592, -1.255, -1.522], [-0.888, -1.208, -1.105]],
  "total_charge": 0,
  "gap_ev": 9.504,
  "lumo_energy_ev": 0.82,
  "smiles": "C#CC(=C=C)OC.C=C(C)C"
}

***

Q.
{
  "formula": "C10H14O",
  "method": "ωB97M-V/def2-TZVPD",
  "symbols": ["C", "C", "C", "C", "C", "C", "C", "C", "C", "C", "O", "H", "H", "H", "H", "H", "H", "H", "H", "H", "H", "H", "H", "H", "H"],
  "xyz": [[0.476, 3.029, 1.710], [3.081, -2.270, -1.374], [0.436, 1.866, 1.303], [3.150, -1.094, -1.242], [-2.030, 0.433, 0.378], [-0.671, -1.465, -0.311], [-0.474, 0.725, -1.787], [1.956, -0.204, 2.158], [0.302, 0.541, 0.768], [-0.634, 0.098, -0.316], [1.156, -0.333, 1.204], [0.410, 3.882, 2.198], [2.881, -3.250, -1.655], [-1.974, -0.089, 1.270], [-2.092, 1.529, 0.422], [-2.983, 0.014, -0.184], [0.276, -1.995, -0.373], [-1.174, -1.836, -1.316], [-1.314, -1.872, 0.467], [-1.211, 0.515, -2.538], [-0.438, 1.839, -1.609], [0.543, 0.374, -2.074], [2.570, -1.110, 2.387], [1.867, 0.724, 2.846], [2.862, -0.131, -1.212]],
  "total_charge": 0,
  "gap_ev": [7.529, 7.722],
  "lumo_energy_ev": [0.24, 0.60]
}

***

Here is how they stack up, most stable first: P, Q.